*P*
{
  "formula": "C2H12N2O3",
  "method": "ωB97M-V with the def2-TZVPD basis set",
  "symbols": ["C", "N", "C", "N", "H", "H", "H", "H", "H", "H", "O", "H", "H", "O", "H", "H", "O", "H", "H"],
  "xyz": [[-0.29, 1.88, 2.53], [0.41, 0.78, 1.93], [1.62, 0.94, 1.66], [2.19, 2.13, 1.26], [-1.08, 1.35, 3.16], [0.32, 2.41, 3.24], [-0.53, 2.71, 1.91], [2.46, 0.19, 1.63], [1.49, 2.88, 1.26], [3.05, 1.93, 0.72], [-5.03, -0.75, -0.61], [-4.99, -1.67, -0.39], [-4.12, -0.44, -0.57], [4.18, -3.22, -5.00], [3.30, -3.01, -5.27], [4.08, -4.12, -4.55], [-2.46, -1.62, -0.68], [-2.24, -0.72, -0.59], [-2.35, -1.67, -1.63]],
  "spin_multiplicity": 1,
  "homo_ev": -8.7,
  "homo_lumo_gap_ev": 9.29,
  "lumo_energy_ev": 0.549
}

=====

*Q*
{
  "formula": "C2H12N2O3",
  "method": "ωB97M-V with the def2-TZVPD basis set",
  "symbols": ["C", "N", "C", "N", "H", "H", "H", "H", "H", "H", "O", "H", "H", "O", "H", "H", "O", "H", "H"],
  "xyz": [[-0.26, 0.11, -2.12], [-1.36, -0.83, -2.26], [-2.06, -1.29, -1.31], [-2.69, -0.56, -0.31], [0.49, -0.08, -2.90], [-0.58, 1.13, -2.44], [0.12, 0.21, -1.10], [-2.39, -2.34, -1.29], [-2.12, 0.23, 0.00], [-3.13, -1.06, 0.44], [4.05, 0.52, 0.53], [3.50, 0.69, -0.25], [4.93, 0.40, 0.20], [-1.48, 1.77, 1.60], [-2.12, 2.48, 1.60], [-0.70, 2.32, 1.71], [2.09, -1.49, 2.42], [1.66, -1.66, 3.27], [2.04, -0.57, 2.20]],
  "spin_multiplicity": 1,
  "homo_ev": -8.0,
  "homo_lumo_gap_ev": 8.29,
  "lumo_energy_ev": 0.244
}

=====

So which one is most stable? That would be *Q*, about 14.8 kcal/mol below the next structure.

=====

*P*
{
  "formula": "CH4NP",
  "method": "ωB97M-V with the def2-TZVPD basis set",
  "symbols": ["C", "N", "P", "H", "H", "H", "H"],
  "xyz": [[-0.56, 1.38, -0.01], [0.18, -1.21, -0.84], [0.61, -1.61, 0.54], [0.18, 1.82, -0.56], [-0.64, 1.43, 1.16], [-1.24, 0.86, -0.64], [1.48, -2.67, 0.34]],
  "spin_multiplicity": 1,
  "homo_ev": [-8.5, -9.5],
  "homo_lumo_gap_ev": [7.35, 9.13],
  "lumo_energy_ev": [-1.113, -0.354]
}

=====

*Q*
{
  "formula": "CH4NP",
  "method": "ωB97M-V with the def2-TZVPD basis set",
  "symbols": ["H", "N", "P", "C", "H", "H", "H"],
  "xyz": [[-2.49, 1.13, -0.25], [-1.51, 0.83, 0.01], [-1.02, -0.62, 0.09], [1.04, -0.35, 0.02], [1.26, -0.87, -0.93], [1.43, 0.67, 0.16], [1.30, -0.80, 0.90]],
  "spin_multiplicity": 1,
  "homo_ev": -8.6,
  "homo_lumo_gap_ev": 8.60,
  "lumo_energy_ev": 0.034
}

=====

So which one is most stable? That would be *Q*, about 84.4 kcal/mol below the next structure.

=====

*P*
{
  "formula": "C3H10N",
  "method": "ωB97M-V with the def2-TZVPD basis set",
  "symbols": ["C", "C", "C", "N", "H", "H", "H", "H", "H", "H", "H", "H", "H", "H"],
  "xyz": [[-2.39, 0.52, -0.02], [-1.44, -0.58, 0.14], [1.33, 0.35, -0.42], [2.51, -0.17, 0.25], [-3.15, 0.22, 0.72], [-2.15, 1.51, 0.32], [-2.71, 0.72, -1.08], [-0.98, -1.21, -0.65], [-1.01, -0.81, 1.08], [1.14, 0.23, -1.53], [0.46, -0.16, -0.04], [2.55, 0.37, 1.13], [3.30, 0.19, -0.34], [2.54, -1.17, 0.44]],
  "spin_multiplicity": 1,
  "homo_ev": [-11.4, -15.5],
  "homo_lumo_gap_ev": [5.36, 11.37],
  "lumo_energy_ev": [-6.078, -4.114],
  "charge": 1
}

=====

*Q*
{
  "formula": "C3H10N",
  "method": "ωB97M-V with the def2-TZVPD basis set",
  "symbols": ["N", "H", "H", "H", "H", "C", "C", "C", "H", "H", "H", "H", "H", "H"],
  "xyz": [[0.84, -1.90, -1.00], [0.41, -2.73, -1.42], [1.06, -2.19, -0.05], [1.70, -1.57, -1.43], [0.09, -1.20, -0.89], [-1.50, 1.40, 0.28], [-0.38, 0.46, 0.80], [0.88, 0.65, 0.37], [-0.87, 2.20, -0.09], [-2.16, 0.85, -0.37], [-2.17, 1.90, 0.98], [-0.59, -0.16, 1.66], [1.69, 0.07, 0.81], [1.11, 1.16, -0.55]],
  "spin_multiplicity": 1,
  "homo_ev": -14.1,
  "homo_lumo_gap_ev": 9.99,
  "lumo_energy_ev": -4.129,
  "charge": 1
}

=====

*R*
{
  "formula": "C3H10N",
  "method": "ωB97M-V with the def2-TZVPD basis set",
  "symbols": ["N", "H", "H", "H", "H", "C", "C", "C", "H", "H", "H", "H", "H", "H"],
  "xyz": [[-1.33, -1.77, -1.44], [-2.02, -2.45, -1.79], [-0.49, -1.76, -2.04], [-1.81, -0.90, -1.70], [-1.14, -1.80, -0.44], [1.01, 1.84, 0.03], [0.93, 0.62, 0.91], [-0.06, -0.23, 1.11], [0.03, 2.22, -0.24], [1.40, 2.63, 0.66], [1.73, 1.62, -0.76], [1.89, 0.32, 1.36], [-0.23, -1.08, 1.77], [-1.12, 0.04, 0.95]],
  "spin_multiplicity": 1,
  "homo_ev": -13.6,
  "homo_lumo_gap_ev": 9.36,
  "lumo_energy_ev": -4.284,
  "charge": 1
}

=====

*S*
{
  "formula": "C3H10N",
  "method": "ωB97M-V with the def2-TZVPD basis set",
  "symbols": ["N", "H", "H", "H", "H", "C", "C", "C", "H", "H", "H", "H", "H", "H"],
  "xyz": [[-1.40, -1.46, -0.65], [-1.73, -1.63, -1.60], [-2.26, -1.22, -0.15], [-0.95, -2.30, -0.32], [-0.70, -0.69, -0.59], [-0.19, 1.00, 0.86], [1.01, 0.22, 0.33], [1.88, 0.84, -0.48], [0.08, 1.98, 1.24], [-1.03, 1.26, 0.21], [-0.58, 0.34, 1.65], [1.43, -0.60, 0.92], [2.92, 0.59, -0.31], [1.52, 1.65, -1.10]],
  "spin_multiplicity": 1,
  "homo_ev": -13.6,
  "homo_lumo_gap_ev": 9.48,
  "lumo_energy_ev": -4.105,
  "charge": 1
}

=====

So which one is most stable? That would be *Q*, about 2.0 kcal/mol below the next structure.

=====

*P*
{
  "formula": "C4H4N2OS",
  "method": "ωB97M-V with the def2-TZVPD basis set",
  "symbols": ["O", "C", "C", "N", "C", "S", "C", "N", "H", "H", "H", "H"],
  "xyz": [[3.13, 0.31, -0.59], [1.70, 0.37, -0.46], [1.00, 1.11, 0.52], [-0.25, 0.69, 0.95], [-0.84, -0.36, 0.25], [-2.55, -0.56, 0.75], [-0.36, -0.63, -1.08], [0.98, -0.30, -1.28], [3.13, -0.02, -1.64], [1.46, 1.90, 1.19], [-2.20, 0.01, 2.10], [-0.82, -1.02, -2.03]],
  "spin_multiplicity": 1,
  "homo_ev": -8.7,
  "homo_lumo_gap_ev": 8.71,
  "lumo_energy_ev": 0.034
}

=====

*Q*
{
  "formula": "C4H4N2OS",
  "method": "ωB97M-V with the def2-TZVPD basis set",
  "symbols": ["C", "C", "N", "N", "C", "O", "C", "S", "H", "H", "H", "H"],
  "xyz": [[-0.18, -0.07, -0.54], [0.89, -0.16, 0.51], [1.25, -1.54, 0.71], [2.35, -1.90, 0.27], [3.08, -0.76, -0.22], [4.22, -0.81, -0.64], [2.19, 0.42, 0.08], [2.51, 2.03, 0.20], [-0.55, -1.14, -0.70], [0.30, 0.32, -1.36], [-1.13, 0.49, -0.23], [0.62, 0.28, 1.54]],
  "spin_multiplicity": 1,
  "homo_ev": -9.2,
  "homo_lumo_gap_ev": 6.98,
  "lumo_energy_ev": -2.173
}

=====

*R*
{
  "formula": "C4H4N2OS",
  "method": "ωB97M-V with the def2-TZVPD basis set",
  "symbols": ["N", "C", "C", "C", "N", "O", "C", "S", "H", "H", "H", "H"],
  "xyz": [[-0.07, 3.00, -0.30], [0.36, 1.95, -0.13], [1.05, 0.75, 0.11], [0.46, -0.47, -0.16], [0.99, -1.72, -0.09], [-0.86, -0.58, -0.47], [-1.82, 0.04, 0.25], [-3.39, 0.13, -0.13], [2.13, 0.83, 0.24], [0.53, -2.46, -0.54], [1.97, -1.86, -0.01], [-1.34, 0.39, 1.23]],
  "spin_multiplicity": 1,
  "homo_ev": -9.2,
  "homo_lumo_gap_ev": 9.03,
  "lumo_energy_ev": -0.160
}

=====

So which one is most stable? That would be *R*, about 13.8 kcal/mol below the next structure.

=====

*P*
{
  "formula": "C5H10BaO3",
  "method": "ωB97M-V with the def2-TZVPD basis set",
  "symbols": ["C", "O", "C", "H", "H", "H", "H", "H", "Ba", "O", "C", "C", "O", "C", "H", "H", "H", "H", "H"],
  "xyz": [[-2.19, 0.37, -2.59], [-1.66, -0.82, -2.07], [-0.38, -1.16, -2.57], [-3.11, 0.60, -2.03], [-1.48, 1.21, -2.48], [-2.44, 0.27, -3.66], [-0.04, -2.06, -2.03], [0.32, -0.30, -2.56], [-0.53, -2.14, -5.13], [1.74, 1.88, 4.47], [1.39, 0.94, 3.81], [1.97, 0.63, 2.45], [1.40, -0.52, 1.87], [0.20, -0.37, 1.25], [0.64, 0.20, 4.19], [3.05, 0.44, 2.57], [1.86, 1.51, 1.79], [-0.42, -1.26, 1.32], [-0.33, 0.57, 1.41]],
  "spin_multiplicity": 2,
  "homo_ev": [-9.7, -10.3],
  "homo_lumo_gap_ev": [4.73, 5.37],
  "lumo_energy_ev": [-4.926, -4.930],
  "charge": 1
}

=====

*Q*
{
  "formula": "C5H10BaO3",
  "method": "ωB97M-V with the def2-TZVPD basis set",
  "symbols": ["C", "O", "C", "H", "H", "H", "H", "H", "Ba", "O", "C", "C", "O", "C", "H", "H", "H", "H", "H"],
  "xyz": [[2.89, -1.71, -0.90], [2.74, -0.42, -0.37], [2.59, 0.59, -1.35], [2.90, -2.42, -0.06], [2.07, -1.97, -1.59], [3.85, -1.80, -1.45], [2.39, 1.53, -0.82], [1.80, 0.34, -2.09], [4.87, 1.20, -2.68], [-4.97, -0.29, 1.65], [-3.88, 0.23, 1.74], [-3.14, 0.78, 0.54], [-1.89, 1.33, 0.88], [-0.86, 0.46, 1.05], [-3.38, 0.38, 2.72], [-3.75, 1.58, 0.10], [-3.04, -0.02, -0.22], [-0.10, 0.82, 1.73], [-1.10, -0.61, 1.12]],
  "spin_multiplicity": 2,
  "homo_ev": [-9.5, -10.4],
  "homo_lumo_gap_ev": [4.59, 5.48],
  "lumo_energy_ev": [-4.947, -4.948],
  "charge": 1
}

=====

So which one is most stable? That would be *Q*, about 1.7 kcal/mol below the next structure.

=====

*P*
{
  "formula": "C2H4N2O2",
  "method": "ωB97M-V with the def2-TZVPD basis set",
  "symbols": ["C", "C", "H", "H", "H", "H", "N", "N", "O", "O"],
  "xyz": [[0.57, 0.61, 1.43], [-1.09, -0.29, -1.04], [-0.26, 1.30, 1.11], [1.13, -1.18, 0.56], [0.92, -0.06, -1.97], [-1.78, -0.59, -0.11], [0.93, -0.10, 0.37], [0.22, 0.17, -0.71], [0.85, 0.47, 2.56], [-1.49, -0.34, -2.21]],
  "spin_multiplicity": 1,
  "homo_ev": -10.2,
  "homo_lumo_gap_ev": 10.18,
  "lumo_energy_ev": -0.054
}

=====

*Q*
{
  "formula": "C2H4N2O2",
  "method": "ωB97M-V with the def2-TZVPD basis set",
  "symbols": ["H", "N", "C", "N", "C", "O", "O", "H", "H", "H"],
  "xyz": [[1.46, -1.37, 0.98], [0.66, -1.46, 0.34], [0.29, -0.26, -0.18], [-0.25, -0.09, -1.44], [-0.05, 0.51, 0.99], [0.00, -0.23, 2.02], [-0.53, 1.76, 0.93], [0.20, -0.70, -2.12], [-1.26, -0.21, -1.50], [-0.52, 2.05, 0.00]],
  "spin_multiplicity": 1,
  "homo_ev": [-9.0, -9.0],
  "homo_lumo_gap_ev": [8.54, 8.54],
  "lumo_energy_ev": [-0.437, -0.440]
}

=====

*R*
{
  "formula": "C2H4N2O2",
  "method": "ωB97M-V with the def2-TZVPD basis set",
  "symbols": ["C", "C", "O", "O", "N", "N", "H", "H", "H", "H"],
  "xyz": [[-0.72, 0.92, 0.93], [0.99, -0.42, -0.73], [-0.63, -0.05, -1.13], [-2.00, 0.62, 0.99], [-0.01, 0.69, -0.12], [1.24, -1.44, -0.05], [-2.19, 0.10, 0.18], [2.09, -1.90, -0.35], [-0.29, 1.41, 1.80], [1.52, 0.08, -1.52]],
  "spin_multiplicity": 1,
  "homo_ev": -9.1,
  "homo_lumo_gap_ev": 9.81,
  "lumo_energy_ev": 0.742
}

=====

So which one is most stable? That would be *Q*, about 26.6 kcal/mol below the next structure.